(1)
This record from the Open Molecules 2025 dataset describes a 7-piece molecular cluster, C36H43F6N2O19S3 overall. The level of theory is ωB97M-V with the def2-TZVPD basis set.

Output
Charge = +1
Max |F| = 0.119 hartree/bohr
Kohn-Sham gap = 7.55 eV
Highest occupied orbital energy = -11.24 eV
Multiplicity = 1

Positions of all 109 atoms, in Å:
C -7.864 3.214 -0.365
O -7.272 2.417 0.571
C 0.847 -3.220 4.731
F -6.549 -2.346 0.704
O 2.080 -5.514 6.896
C 2.889 -3.240 -4.414
H 0.884 -0.856 1.229
C -6.032 2.395 -1.341
C 1.767 -4.078 -5.229
H -5.798 1.784 -2.216
C 3.429 0.605 -1.829
C 5.926 2.702 7.841
O -8.844 3.867 -0.167
H 2.363 -2.597 -3.614
H 1.517 0.432 -6.907
H 4.585 -1.865 -3.532
C 1.941 0.202 -4.719
H -0.111 -3.589 4.352
O 1.698 -4.322 5.011
F 1.364 3.324 3.650
O 2.537 3.019 1.752
H -5.188 3.062 -1.144
C -4.495 -4.960 0.851
H -3.463 -1.116 -2.071
C -5.336 -2.937 0.578
O -1.923 0.861 4.155
H 0.142 -2.820 -4.120
N -4.615 -1.652 -3.884
H 3.929 4.592 4.187
C 4.471 -1.452 -4.592
H -6.925 0.637 -0.397
H 3.137 2.374 3.613
H -0.480 -4.398 -4.885
H 5.440 0.931 -2.848
F -2.765 2.729 1.414
H 4.675 -1.382 -1.439
O -3.999 -5.897 1.404
O -7.203 3.167 -1.557
H -3.511 0.898 -6.166
C 4.658 3.466 8.045
H 1.789 -5.166 -4.875
F -0.489 -1.975 6.211
H -3.427 0.874 1.800
H 4.282 2.326 -3.125
C -2.679 1.593 2.143
O -0.197 -0.336 3.313
C -1.086 0.455 3.163
C -2.737 1.888 3.607
H -0.597 1.844 -6.773
C 2.863 -1.324 -0.007
O 0.804 -3.647 6.970
F 6.243 1.985 8.943
C 1.253 0.913 -0.209
O 3.647 -2.366 -5.328
C -4.663 -1.054 -5.232
H 2.030 2.438 -1.902
H 4.835 4.476 8.418
H 1.513 -1.840 6.290
C 3.761 -0.758 -1.138
H 2.688 5.384 3.196
C -5.189 -3.582 -0.762
S -2.171 1.382 -1.726
O 4.316 2.106 4.958
H 1.579 -0.881 -4.917
O 4.107 3.493 6.734
H -0.068 -2.955 -5.943
N -3.097 0.229 -3.978
C 2.184 1.443 -1.339
C -3.660 -0.841 -3.161
H 1.869 2.058 -6.123
C 0.722 -2.563 6.069
H 1.392 0.553 -3.779
H -5.307 -1.444 -6.097
O 5.597 1.804 6.799
C 1.603 -0.483 0.427
S -0.861 2.122 -4.346
H -4.548 -2.217 0.820
C -2.112 1.158 -3.407
C 1.322 1.070 -5.958
H -6.140 -3.945 -1.162
O -4.345 -4.688 -0.477
H 1.290 -2.561 3.984
H 3.092 -2.322 0.512
H 3.963 2.959 8.720
C -3.712 0.175 -5.300
C -6.406 1.569 -0.152
C 4.643 2.436 6.065
H -4.731 -2.918 -1.497
C 3.353 4.518 3.265
H 3.621 -3.929 -3.869
H 6.780 3.317 7.541
C 3.625 3.636 1.232
C -0.283 1.208 -5.856
F -5.321 1.302 0.618
S 3.790 0.314 -4.618
H -3.753 1.838 4.002
H -2.310 2.864 3.858
C 1.573 -4.583 6.344
H 5.524 -1.384 -5.043
O -5.273 -4.028 1.472
O -1.385 1.049 1.973
H 2.006 -3.966 -6.346
C 0.267 -3.537 -5.005
C 4.323 1.180 -3.030
H -0.819 0.196 -6.005
O 4.205 4.485 2.127
O 4.028 3.449 0.120
H 0.354 1.544 0.091
C 2.623 3.220 3.151

---

(2)
This record from the Open Molecules 2025 dataset describes C36H43O3P2Pd as an isolated structure. The level of theory is ωB97M-V with the def2-TZVPD basis set.

Output
Charge = +1
Max |F| = 0.010 hartree/bohr
Kohn-Sham gap (spin up / spin down) = 7.38 / 7.87 eV
Highest occupied orbital energy (spin up / spin down) = -9.31 / -11.72 eV
Multiplicity = 5
⟨S²⟩ = 6.014

Positions of all 85 atoms, in Å:
H 3.480 0.634 -2.483
H 2.175 5.015 1.491
H 1.534 2.191 -2.015
C -0.078 5.429 -1.003
H 2.939 -5.845 2.559
H -0.225 0.161 -4.660
H -2.061 -4.008 -3.295
H -0.836 1.571 2.413
C -0.691 4.183 -0.967
C 0.143 -3.949 2.360
H 0.700 -5.619 3.579
H -4.435 -4.126 -2.606
H 1.142 -0.914 -4.997
C -2.369 -3.608 -2.338
C 3.780 1.040 4.815
H -0.402 6.164 -1.728
H -1.478 3.952 -1.673
H -5.446 2.777 -1.535
C -0.278 3.234 -0.038
H -2.965 0.217 2.871
C 3.911 1.369 1.054
C 1.088 1.889 -2.966
H 2.113 -2.525 -0.007
H 3.616 0.670 5.838
C -4.652 1.099 -2.616
C 2.267 -5.068 2.219
H -0.841 -3.872 2.807
O 1.514 0.937 3.924
P -0.936 1.551 0.028
C -2.373 1.426 -1.058
H 2.172 -1.191 2.656
H 0.003 1.992 -2.886
C 0.763 3.538 0.844
C 0.538 -3.068 1.354
H -2.357 2.245 1.826
Pd 0.694 -0.073 -0.311
C -2.431 0.410 -2.009
H 1.438 2.589 -3.729
H 1.221 0.789 -5.465
C -4.089 -3.180 -0.714
C -3.702 -3.677 -1.948
H -3.612 -0.545 -3.522
H 2.622 -1.635 4.306
C 3.014 0.374 -3.436
H -5.124 -3.241 -0.403
H 3.381 1.065 -4.198
C 1.480 0.458 -3.334
H -0.397 -2.974 -1.805
H 1.424 6.702 -0.154
C -1.651 1.421 1.706
C 1.369 4.783 0.806
C 2.661 -4.206 1.206
C -3.571 0.248 -2.786
C 2.808 0.456 3.857
H 1.507 1.727 4.481
H -3.473 -2.228 1.095
H 3.335 -0.634 -3.708
H 4.800 0.776 4.535
H 3.720 2.132 4.840
C -2.350 0.088 1.978
C 1.009 -4.940 2.794
H 1.146 -1.601 -2.552
H -3.439 3.066 -0.145
C -1.410 -1.101 2.239
C 0.948 5.731 -0.119
H -5.540 0.973 -3.222
C -1.818 -2.514 -0.259
O 3.172 0.685 0.475
H -1.970 -1.918 2.697
H 3.638 -4.309 0.753
C 1.002 -0.545 -2.328
C -3.469 2.275 -0.886
C 0.865 0.098 -4.697
H -3.044 -0.136 1.164
H 3.873 -1.240 3.126
P -0.541 -1.737 0.763
H 1.100 2.790 1.557
C 1.799 -3.206 0.778
O 4.671 2.059 1.573
H -1.581 -0.249 -2.141
C 2.871 -0.972 3.463
H -0.626 -0.811 2.945
C -4.601 2.114 -1.667
C -1.434 -3.024 -1.500
C -3.150 -2.604 0.132